[1]
Density functional theory data (ωB97M-V/def2-TZVPD) for a cluster of 2 separate species, C3H10N2 in total in a non-equilibrium geometry.

Bonds (Å) are listed after each position.
Cartesian coordinates (Å):
1 H 2.521 1.274 -4.486  N2 1.018
2 N 3.283 1.660 -3.931  H1 1.018, C3 1.288
3 C 3.193 1.166 -2.745  N2 1.288, N4 1.368, H5 1.091
4 N 4.339 1.149 -1.997  C3 1.368, H6 1.004, H7 1.002
5 H 2.256 1.071 -2.195  C3 1.091
6 H 4.308 1.270 -1.001  N4 1.004
7 H 5.131 1.581 -2.433  N4 1.002
8 C -3.108 -0.372 2.361  C9 1.554, H10 1.090, H11 1.095, H12 1.091
9 C -3.118 -1.926 2.389  C8 1.554, H13 1.094, H14 1.089, H15 1.089
10 H -2.239 0.092 1.895  C8 1.090
11 H -3.962 -0.130 1.720  C8 1.095
12 H -3.180 0.006 3.382  C8 1.091
13 H -3.019 -2.239 1.345  C9 1.094
14 H -4.102 -2.238 2.732  C9 1.089
15 H -2.303 -2.362 2.964  C9 1.089

Properties
SMILES: [H]/N=C/N.CC
Calculated total energy: -6252.6283 eV
Multiplicity: 1
Kohn-Sham gap: 0.3731 Eh



[2]
Density functional theory data (ωB97M-V/def2-TZVPD) for a cluster of 2 separate species, C3H10N2 in total in a non-equilibrium geometry.

Bonds (Å) are listed after each position.
Cartesian coordinates (Å):
1 N 2.278 0.434 -0.761  C2 1.455, H6 1.004, H7 1.007
2 C 1.010 -0.260 -0.592  N1 1.455, C3 1.512, H8 1.110, H9 1.084
3 C 0.170 0.387 0.485  C2 1.512, C4 1.547, H10 1.105, H11 1.099
4 C -1.261 -0.149 0.732  C3 1.547, N5 1.519, H12 1.118, H13 1.095
5 N -1.928 -0.059 -0.630  C4 1.519, H15 1.020
6 H 2.871 0.032 -1.464  N1 1.004
7 H 2.753 0.656 0.099  N1 1.007
8 H 1.255 -1.284 -0.243  C2 1.110
9 H 0.453 -0.313 -1.521  C2 1.084
10 H 0.729 0.387 1.439  C3 1.105
11 H 0.089 1.437 0.173  C3 1.099
12 H -1.611 0.680 1.396  C4 1.118
13 H -1.246 -1.032 1.379  C4 1.095
14 H -3.243 0.057 0.360  no bonds
15 H -2.320 -0.974 -0.852  N5 1.020

Properties
Calculated total energy: -6249.3905 eV
Multiplicity: 1
Kohn-Sham gap: 0.3176 Eh



[3]
Density functional theory data (ωB97M-V/def2-TZVPD) for the molecule C3H10N2 in a non-equilibrium geometry.

Bonds (Å) are listed after each position.
Cartesian coordinates (Å):
1 N -1.155 0.943 -1.233  C2 1.515, H6 1.003, H7 0.993
2 C 0.314 0.971 -0.861  N1 1.515, C3 1.428, H8 1.192, H9 1.136
3 C 0.731 0.471 0.409  C2 1.428, C4 1.650, H10 1.124, H11 1.108
4 C 0.456 -1.112 0.786  C3 1.650, N5 1.402, H12 1.154, H13 1.187
5 N -0.730 -1.149 1.533  C4 1.402, H14 0.965, H15 1.066
6 H -1.219 1.541 -2.036  N1 1.003
7 H -1.519 0.075 -1.545  N1 0.993
8 H 0.716 0.120 -1.593  C2 1.192
9 H 0.856 1.914 -1.189  C2 1.136
10 H 0.395 1.003 1.341  C3 1.124
11 H 1.826 0.625 0.476  C3 1.108
12 H 0.543 -1.651 -0.231  C4 1.154
13 H 1.304 -1.347 1.582  C4 1.187
14 H -1.245 -1.961 1.616  N5 0.965
15 H -1.271 -0.443 0.945  N5 1.066

Properties
SMILES: NCCCN
Calculated total energy: -6251.5379 eV
Multiplicity: 1
Kohn-Sham gap: 0.3757 Eh